[1]
{
  "formula": "C39H66AlBr2F5KLi2N6O8S",
  "method": "ωB97M-V with the def2-TZVPD basis set",
  "spin_multiplicity": 1,
  "charge": 1,
  "homo_lumo_gap_ha": 0.0342,
  "max_force_ev_per_a": 3.102,
  "molar_mass_g_mol": 1113.818,
  "symbols": ["C", "C", "C", "C", "C", "C", "C", "C", "C", "C", "C", "N", "C", "O", "C", "C", "C", "C", "C", "S", "O", "O", "O", "C", "C", "C", "N", "N", "N", "N", "C", "C", "C", "C", "C", "C", "C", "C", "H", "H", "H", "H", "H", "H", "H", "H", "H", "H", "H", "H", "H", "H", "H", "H", "H", "H", "H", "H", "H", "H", "H", "H", "H", "H", "H", "H", "H", "H", "H", "H", "H", "H", "H", "H", "H", "H", "H", "H", "H", "H", "H", "H", "O", "C", "N", "C", "H", "H", "H", "H", "H", "F", "Al", "F", "F", "F", "C", "C", "O", "C", "O", "O", "F", "H", "H", "H", "C", "C", "C", "C", "C", "C", "H", "H", "H", "H", "H", "H", "H", "H", "H", "H", "H", "H", "H", "H", "Li", "Br", "Li", "Br", "K"],
  "positions_angstrom": [[-2.716, 2.332, -3.840], [-2.229, 2.152, -2.395], [-0.965, 1.277, -2.255], [0.060, 1.932, -1.332], [-0.438, 2.019, 0.118], [-0.179, 3.374, 0.803], [0.691, 3.216, 2.059], [-0.072, 2.461, 3.142], [0.909, 1.835, 4.164], [1.597, 0.676, 3.508], [0.890, -0.468, 3.186], [-0.523, -0.555, 3.532], [-0.799, -1.463, 4.283], [-1.147, -2.317, 4.994], [1.452, -1.543, 2.504], [2.780, -1.478, 2.138], [3.468, -2.571, 1.445], [2.609, -3.738, 0.989], [2.149, -3.673, -0.469], [0.735, -2.640, -0.567], [1.092, -1.266, -0.329], [-0.253, -3.198, 0.303], [0.261, -2.776, -2.041], [3.508, -0.317, 2.494], [4.934, -0.248, 2.044], [5.000, 0.401, 0.586], [5.786, -0.480, -0.270], [5.684, 1.684, 0.569], [3.631, 0.661, 0.140], [2.911, 0.708, 3.161], [3.724, 1.877, 3.506], [4.062, 1.936, 4.975], [4.501, 3.110, 5.569], [4.841, 3.129, 6.916], [4.727, 1.971, 7.681], [4.259, 0.801, 7.092], [4.068, -0.479, 7.881], [3.929, 0.791, 5.745], [-2.850, 3.381, -4.075], [-3.687, 1.866, -3.990], [-2.007, 1.937, -4.563], [-2.062, 3.133, -1.963], [-3.021, 1.676, -1.820], [-1.251, 0.304, -1.860], [-0.504, 1.131, -3.229], [0.972, 1.336, -1.342], [0.269, 2.932, -1.709], [-1.498, 1.782, 0.181], [0.068, 1.248, 0.703], [0.322, 4.064, 0.129], [-1.103, 3.859, 1.120], [1.571, 2.660, 1.726], [1.008, 4.194, 2.418], [-0.698, 1.685, 2.719], [-0.702, 3.177, 3.667], [1.582, 2.613, 4.498], [0.343, 1.453, 5.011], [0.794, -2.363, 2.260], [3.978, -2.179, 0.569], [4.345, -2.930, 2.247], [1.761, -3.924, 1.639], [3.224, -4.636, 1.053], [2.947, -3.370, -1.141], [1.851, -4.675, -0.766], [-0.726, -2.767, -2.087], [5.538, 0.366, 2.700], [5.388, -1.231, 2.054], [6.343, 0.122, -0.867], [5.198, -1.003, -0.907], [5.200, 2.383, 1.116], [6.630, 1.580, 0.919], [3.324, 0.033, -0.591], [3.572, 1.594, -0.254], [3.202, 2.788, 3.229], [4.643, 1.880, 2.947], [4.595, 4.029, 5.007], [5.175, 4.038, 7.389], [4.961, 1.959, 8.734], [4.368, -1.365, 7.297], [3.006, -0.627, 8.060], [4.570, -0.384, 8.840], [3.578, -0.111, 5.272], [-3.324, 5.060, -2.652], [-4.439, 5.534, -2.548], [-4.895, 6.481, -3.410], [-5.400, 5.104, -1.464], [-5.811, 6.884, -3.346], [-4.278, 6.785, -4.143], [-4.946, 5.303, -0.495], [-5.580, 4.035, -1.559], [-6.353, 5.628, -1.520], [-2.745, -2.745, -2.233], [-3.511, -4.183, -1.696], [-2.308, -5.246, -1.199], [-4.410, -4.888, -2.946], [-4.535, -3.833, -0.411], [6.896, 5.522, -2.738], [7.391, 4.890, -1.455], [6.212, 4.847, -0.671], [5.157, 4.751, -1.530], [4.063, 4.433, -1.204], [5.540, 5.060, -2.785], [8.315, 5.656, -0.828], [6.912, 6.610, -2.681], [7.445, 5.199, -3.618], [7.786, 3.880, -1.571], [-6.824, -3.549, -5.262], [-7.283, -4.854, -4.614], [-7.427, -5.974, -5.650], [-8.505, -5.680, -6.681], [-9.924, -5.451, -6.166], [-10.537, -6.672, -5.486], [-7.540, -3.173, -5.995], [-6.706, -2.787, -4.494], [-5.859, -3.678, -5.755], [-8.224, -4.703, -4.082], [-6.546, -5.130, -3.866], [-7.708, -7.094, -5.146], [-6.456, -6.129, -6.123], [-8.530, -6.498, -7.407], [-8.169, -4.793, -7.229], [-10.549, -5.174, -7.018], [-9.946, -4.599, -5.482], [-10.568, -7.524, -6.169], [-11.558, -6.460, -5.173], [-9.981, -6.968, -4.597], [5.667, -1.994, 6.039], [5.661, -3.809, 3.112], [3.021, -2.337, 4.267], [-7.340, -7.646, -3.616], [-0.506, -0.859, 6.924]]
}


[2]
{
  "formula": "C39H70BrClFN3O9",
  "method": "ωB97M-V with the def2-TZVPD basis set",
  "spin_multiplicity": 3,
  "homo_lumo_gap_ha": [0.3203, 0.3533],
  "max_force_ev_per_a": 3.301,
  "molar_mass_g_mol": 859.356,
  "symbols": ["C", "C", "C", "O", "O", "C", "C", "C", "C", "C", "C", "C", "O", "C", "C", "O", "C", "O", "C", "C", "C", "Br", "C", "Cl", "C", "C", "C", "O", "N", "C", "O", "F", "H", "H", "H", "H", "H", "H", "H", "H", "H", "H", "H", "H", "H", "H", "H", "H", "H", "H", "H", "H", "H", "H", "H", "H", "H", "H", "H", "H", "H", "H", "H", "H", "H", "H", "C", "C", "C", "C", "C", "C", "N", "O", "C", "C", "C", "H", "H", "H", "H", "H", "H", "H", "H", "H", "H", "H", "H", "H", "H", "H", "H", "H", "H", "C", "C", "C", "C", "C", "C", "N", "O", "C", "C", "C", "H", "H", "H", "H", "H", "H", "H", "H", "H", "H", "H", "H", "H", "H", "H", "H", "H", "H"],
  "positions_angstrom": [[-5.843, -3.281, 9.451], [-6.354, -2.790, 8.327], [-5.527, -2.796, 7.082], [-5.077, -1.804, 6.557], [-5.360, -4.048, 6.582], [-5.781, -4.090, 5.198], [-5.852, -5.506, 4.693], [-6.762, -5.541, 3.455], [-6.380, -4.540, 2.372], [-4.916, -4.609, 1.965], [-4.633, -3.946, 0.615], [-3.633, -2.779, 0.700], [-2.796, -2.667, -0.418], [-1.768, -3.639, -0.418], [-0.653, -3.408, 0.581], [-0.946, -3.900, 1.883], [-0.885, -5.283, 1.978], [-1.723, -5.611, 3.080], [0.545, -5.803, 2.260], [1.410, -4.762, 2.952], [0.859, -4.357, 4.304], [2.248, -3.675, 5.474], [-0.199, -1.939, 0.600], [0.105, -1.403, 2.300], [1.096, -1.768, -0.211], [1.928, -0.548, 0.161], [-4.446, -1.465, 0.741], [-5.082, -1.098, -0.216], [-4.411, -0.681, 1.986], [-3.246, 0.088, 2.109], [-2.637, 0.254, 3.154], [-2.899, 0.681, 0.963], [-6.480, -3.657, 10.231], [-4.772, -3.312, 9.551], [-7.348, -2.385, 8.261], [-5.087, -3.504, 4.611], [-6.775, -3.653, 5.140], [-4.879, -5.896, 4.413], [-6.252, -6.152, 5.464], [-7.761, -5.323, 3.824], [-6.814, -6.552, 3.066], [-7.010, -4.741, 1.512], [-6.656, -3.544, 2.712], [-4.286, -4.205, 2.750], [-4.663, -5.666, 1.915], [-4.351, -4.659, -0.147], [-5.572, -3.529, 0.268], [-3.099, -2.852, 1.648], [-1.325, -3.601, -1.407], [-2.215, -4.626, -0.321], [0.207, -3.974, 0.221], [-1.294, -5.787, 1.101], [-2.198, -6.406, 2.850], [0.978, -6.042, 1.293], [0.435, -6.707, 2.844], [1.549, -3.908, 2.305], [2.382, -5.219, 3.122], [0.151, -3.555, 4.164], [0.310, -5.166, 4.763], [-0.965, -1.276, 0.227], [1.725, -2.641, -0.098], [0.778, -1.632, -1.241], [1.337, 0.311, 0.450], [2.592, -0.777, 0.983], [2.568, -0.253, -0.662], [-4.388, -1.347, 2.749], [0.784, 0.907, -6.797], [0.873, 0.789, -5.262], [1.125, 2.167, -4.650], [2.551, 2.671, -4.858], [3.566, 1.639, -4.376], [3.356, 0.252, -4.983], [1.933, -0.188, -4.869], [1.710, -0.591, -3.663], [3.808, 0.252, -6.457], [4.278, -0.746, -4.290], [-0.500, 0.288, -4.822], [1.542, 1.556, -7.230], [0.856, -0.074, -7.269], [-0.174, 1.339, -7.084], [0.923, 2.130, -3.574], [0.415, 2.884, -5.068], [2.723, 2.916, -5.910], [2.694, 3.603, -4.305], [4.577, 1.983, -4.600], [3.501, 1.571, -3.285], [3.510, -0.671, -6.955], [4.894, 0.320, -6.512], [3.428, 1.092, -7.033], [4.127, -0.770, -3.213], [5.315, -0.464, -4.466], [4.130, -1.754, -4.681], [-0.698, -0.710, -5.217], [-1.270, 0.960, -5.199], [-0.602, 0.256, -3.739], [2.337, 6.769, 0.343], [3.288, 6.024, -0.616], [4.628, 5.777, 0.077], [5.481, 7.037, 0.216], [5.656, 7.724, -1.136], [4.333, 8.004, -1.849], [3.461, 6.792, -1.889], [3.894, 6.002, -2.812], [3.606, 9.175, -1.160], [4.621, 8.498, -3.263], [2.603, 4.686, -0.879], [2.814, 7.576, 0.893], [1.479, 7.175, -0.195], [1.954, 6.083, 1.098], [5.196, 5.031, -0.488], [4.448, 5.345, 1.063], [5.034, 7.725, 0.939], [6.460, 6.770, 0.618], [6.200, 8.662, -1.007], [6.283, 7.089, -1.771], [2.590, 9.280, -1.543], [4.131, 10.108, -1.361], [3.558, 9.089, -0.078], [5.225, 7.795, -3.833], [5.174, 9.435, -3.215], [3.695, 8.679, -3.811], [1.650, 4.819, -1.393], [2.406, 4.186, 0.068], [3.217, 4.008, -1.470]]
}


[3]
{
  "formula": "C39H72N2O12",
  "method": "ωB97M-V with the def2-TZVPD basis set",
  "spin_multiplicity": 1,
  "homo_lumo_gap_ha": 0.3415,
  "max_force_ev_per_a": 1.487,
  "smiles": "CCOCCCCC[C@@]1(CC(=O)N(C)C)OC(=O)O[C@@H]1N=C=O.C1CCOC1.C1CCOC1.C1CCOC1.C1CCOC1.C1CCOC1.C1CCOC1",
  "molar_mass_g_mol": 761.007,
  "symbols": ["C", "C", "O", "C", "C", "C", "C", "C", "C", "C", "C", "O", "N", "C", "C", "O", "C", "O", "O", "C", "N", "C", "O", "H", "H", "H", "H", "H", "H", "H", "H", "H", "H", "H", "H", "H", "H", "H", "H", "H", "H", "H", "H", "H", "H", "H", "H", "C", "C", "C", "O", "C", "H", "H", "H", "H", "H", "H", "H", "H", "C", "C", "C", "O", "C", "H", "H", "H", "H", "H", "H", "H", "H", "C", "C", "C", "O", "C", "H", "H", "H", "H", "H", "H", "H", "H", "C", "C", "C", "O", "C", "H", "H", "H", "H", "H", "H", "H", "H", "C", "C", "C", "O", "C", "H", "H", "H", "H", "H", "H", "H", "H", "C", "C", "C", "O", "C", "H", "H", "H", "H", "H", "H", "H", "H"],
  "positions_angstrom": [[-2.558, 5.042, 7.323], [-2.801, 4.786, 5.829], [-4.027, 4.074, 5.644], [-3.859, 2.816, 5.026], [-3.525, 2.898, 3.530], [-4.248, 1.883, 2.652], [-4.277, 0.429, 3.178], [-3.463, -0.560, 2.334], [-1.936, -0.469, 2.523], [-1.199, -0.326, 1.181], [-0.744, 1.061, 0.777], [-1.143, 2.093, 1.244], [0.222, 0.996, -0.283], [1.240, 2.040, -0.084], [-0.518, 1.158, -1.564], [-1.488, 0.486, 3.503], [-0.233, 0.064, 3.865], [0.599, 0.766, 4.331], [-0.091, -1.263, 3.594], [-1.440, -1.694, 3.276], [-1.579, -2.992, 2.700], [-0.757, -3.415, 1.900], [-0.020, -3.801, 1.098], [-3.450, 4.741, 7.868], [-1.716, 4.456, 7.688], [-2.371, 6.100, 7.496], [-1.976, 4.226, 5.388], [-2.918, 5.733, 5.299], [-4.757, 2.217, 5.189], [-3.051, 2.271, 5.536], [-3.835, 3.894, 3.200], [-2.448, 2.865, 3.378], [-5.265, 2.196, 2.417], [-3.721, 1.873, 1.695], [-5.310, 0.079, 3.143], [-3.955, 0.341, 4.217], [-3.778, -1.565, 2.623], [-3.730, -0.435, 1.286], [-0.290, -0.930, 1.175], [-1.805, -0.709, 0.358], [1.471, 2.187, 0.967], [2.164, 1.696, -0.553], [0.990, 2.991, -0.561], [-0.187, 2.029, -2.125], [-1.587, 1.279, -1.368], [-0.429, 0.242, -2.146], [-1.951, -1.681, 4.241], [6.298, 2.640, 1.922], [5.416, 2.694, 3.167], [4.237, 3.524, 2.676], [4.106, 3.244, 1.280], [5.259, 2.541, 0.816], [6.998, 1.805, 1.915], [6.867, 3.568, 1.826], [5.083, 1.688, 3.432], [5.907, 3.130, 4.036], [4.423, 4.596, 2.803], [3.301, 3.275, 3.179], [4.980, 1.496, 0.634], [5.590, 2.979, -0.126], [1.428, -4.054, -3.823], [2.335, -2.837, -4.004], [1.349, -1.690, -3.829], [0.342, -2.152, -2.927], [0.472, -3.566, -2.745], [1.959, -4.960, -3.536], [0.881, -4.258, -4.746], [3.086, -2.811, -3.212], [2.850, -2.808, -4.963], [0.864, -1.431, -4.778], [1.816, -0.791, -3.422], [0.875, -3.749, -1.742], [-0.511, -4.030, -2.814], [7.030, -2.778, 0.375], [6.029, -2.770, 1.529], [6.662, -1.761, 2.478], [7.360, -0.821, 1.658], [7.445, -1.313, 0.320], [6.614, -3.133, -0.566], [7.888, -3.405, 0.627], [5.060, -2.405, 1.181], [5.880, -3.745, 1.990], [7.382, -2.243, 3.148], [5.929, -1.229, 3.085], [6.762, -0.733, -0.311], [8.461, -1.169, -0.049], [-1.418, -0.652, -8.093], [-2.851, -0.841, -7.607], [-2.754, -0.350, -6.169], [-1.742, 0.661, -6.147], [-1.019, 0.634, -7.382], [-1.325, -0.582, -9.176], [-0.794, -1.481, -7.750], [-3.528, -0.202, -8.179], [-3.209, -1.866, -7.679], [-2.452, -1.156, -5.491], [-3.693, 0.071, -5.804], [-1.306, 1.516, -7.964], [0.051, 0.684, -7.177], [-1.096, -8.033, -0.968], [-0.867, -8.894, -2.208], [-1.215, -7.921, -3.327], [-0.871, -6.620, -2.849], [-0.607, -6.672, -1.445], [-0.566, -8.385, -0.084], [-2.162, -7.990, -0.733], [0.184, -9.185, -2.273], [-1.472, -9.799, -2.234], [-2.288, -7.940, -3.550], [-0.668, -8.118, -4.250], [0.473, -6.562, -1.292], [-1.111, -5.839, -0.954], [-2.984, 5.674, -1.408], [-3.243, 6.639, -0.254], [-4.318, 5.900, 0.531], [-4.072, 4.508, 0.336], [-3.120, 4.323, -0.715], [-2.013, 5.806, -1.883], [-3.756, 5.787, -2.172], [-2.341, 6.746, 0.352], [-3.560, 7.632, -0.572], [-5.320, 6.136, 0.155], [-4.291, 6.120, 1.599], [-2.173, 4.006, -0.267], [-3.469, 3.535, -1.386]]
}